# 1
33 unconnected molecules or ions with the total composition H66O33 at a distorted geometry. Source: OMol25; level of theory: ωB97M-V/def2-TZVPD.

Structure (XYZ):
```
99
Properties=species:S:1:pos:R:3:lowdin_charge:R:1
O -1.44507 -4.82190 2.65366 -0.069
H -1.55621 -4.05905 3.25466 0.002
H -1.18732 -4.41869 1.82232 -0.001
O -2.36819 1.60398 -0.62866 -0.061
H -2.71820 1.96696 -1.45860 0.031
H -2.69187 2.12128 0.12368 0.043
O 4.60737 -2.21165 0.53316 -0.059
H 4.65330 -2.79862 1.29112 0.062
H 4.20320 -1.38004 0.87039 0.016
O -3.95127 0.57573 1.91116 -0.043
H -4.23277 -0.34789 1.95776 0.022
H -4.65503 1.06900 2.36416 0.087
O 2.44894 0.53150 3.72956 -0.039
H 2.92575 0.09566 4.43928 0.059
H 1.68130 0.96477 4.10889 -0.005
O -0.13516 1.30811 4.26452 -0.070
H -0.75234 2.05124 4.13071 0.063
H -0.54784 0.58762 3.77156 -0.013
O -2.34293 -2.68787 4.58700 -0.069
H -1.93336 -2.20360 5.34028 0.037
H -2.26905 -1.99738 3.89944 0.012
O 1.15427 -3.76617 -1.37568 -0.049
H 1.40389 -2.82910 -1.47978 0.042
H 1.78599 -4.26876 -1.90464 0.079
O 5.33479 -1.95386 -2.07509 -0.041
H 5.05290 -1.97435 -1.15200 0.000
H 5.23800 -2.85815 -2.38333 0.068
O 5.48798 1.33037 -0.92756 -0.042
H 6.08807 2.08636 -0.79872 0.067
H 6.08340 0.60825 -1.15505 0.042
O 2.74982 3.98738 2.74285 -0.063
H 2.33699 4.10753 1.87551 0.005
H 2.22108 3.33326 3.20987 0.009
O -5.29725 2.49503 -0.64664 -0.050
H -5.22213 1.73947 -1.25523 0.039
H -5.00741 3.26192 -1.16673 0.044
O 1.40174 -1.77573 -4.85697 -0.046
H 2.27088 -1.40938 -4.60336 0.021
H 1.25404 -2.52166 -4.27809 0.028
O -0.10290 -1.22963 6.06674 -0.064
H -0.02481 -0.37242 5.58874 0.022
H -0.01511 -1.87880 5.35484 0.019
O -0.38605 5.83534 -1.47374 -0.060
H -1.02043 5.13700 -1.71435 0.010
H -0.26207 6.30530 -2.30499 0.046
O 1.48388 2.51033 0.37372 -0.062
H 1.92470 1.66839 0.57700 0.013
H 1.05407 2.36216 -0.49678 0.007
O -2.17495 4.26662 -3.13556 -0.058
H -2.74886 4.72192 -3.76225 0.056
H -2.42709 3.32581 -3.23358 0.000
O 3.76746 -0.52195 -3.62164 -0.062
H 4.44314 -0.97860 -3.09015 -0.011
H 4.15511 0.28253 -3.95962 0.061
O -2.00809 2.55109 2.09629 -0.052
H -1.26257 3.04773 1.73153 0.060
H -1.75640 1.61255 2.01420 0.008
O -0.68387 -0.29145 -3.46647 -0.056
H -1.14039 -0.96776 -2.93544 0.035
H -0.12197 -0.74987 -4.09983 0.031
O -1.42511 -0.47947 2.79334 -0.041
H -2.36260 -0.28262 2.67886 0.032
H -1.00440 -0.56565 1.91922 0.052
O 1.79882 -3.38016 3.61462 -0.069
H 1.97321 -3.98269 4.37132 0.056
H 1.19918 -3.80808 3.00479 -0.006
O -4.43790 -2.54558 -3.23186 -0.064
H -5.17508 -3.14466 -3.09738 0.036
H -4.40019 -1.97451 -2.44702 0.002
O 2.48302 5.29315 -0.77094 -0.081
H 2.56770 4.32094 -0.73826 0.012
H 1.59124 5.48843 -1.10337 -0.010
O 2.09213 -0.66564 -1.17752 -0.048
H 2.72945 -0.45337 -0.48190 0.016
H 2.44929 -0.40644 -2.05418 0.045
O -4.90094 -2.25112 1.22115 -0.053
H -4.30878 -1.98024 0.50206 -0.006
H -4.76762 -3.18341 1.36923 0.041
O 0.43060 1.93703 -2.24753 -0.043
H -0.10526 1.20990 -2.58788 -0.008
H 0.52181 2.52764 -2.99881 0.064
O -2.84517 1.49122 -3.61599 -0.059
H -3.50282 0.78447 -3.68993 0.068
H -2.01256 1.01985 -3.83057 0.032
O -0.34906 -0.04165 -0.08774 -0.067
H -0.98764 0.56693 -0.46853 -0.014
H 0.46264 0.02872 -0.63372 0.007
O -3.33312 -1.04886 -0.86240 -0.047
H -2.45988 -1.44675 -0.83667 0.022
H -3.22461 -0.14141 -0.57672 0.007
O 3.59189 0.27188 1.07124 -0.075
H 3.23929 0.52839 1.94458 0.041
H 4.09465 1.01204 0.64791 0.069
O 0.30777 -2.62027 1.00216 -0.054
H 0.61932 -3.31437 0.39277 0.017
H 0.30535 -1.77252 0.53188 -0.006
O -1.32936 -2.73319 -2.10307 -0.052
H -0.52332 -3.21415 -1.84456 0.012
H -1.76505 -3.22161 -2.82268 0.071
```

Properties
- HOMO (eV) = -10.438
- 2S+1 = 1
- frontier orbital gap (Eh) = 0.3657
- energy relative to the best compared isomer or geometry (same formula, charge and spin) (eV) = 1.089

# 2
3 unconnected molecules or ions with the total composition H6IO3 at a distorted geometry. Source: OMol25; level of theory: ωB97M-V/def2-TZVPD.

Structure (XYZ):
```
10
Properties=species:S:1:pos:R:3:nbo_charge:R:1
I 5.33293 2.80210 6.62027 -0.960
O 3.16552 4.96176 8.73134 -0.960
H 4.11289 4.79332 8.61339 0.508
H 3.31297 5.79044 9.22392 0.441
O 5.83087 5.90076 7.98525 -0.930
H 5.63734 6.76409 8.26254 0.434
H 5.38364 6.01824 7.13747 0.491
O 4.34678 4.89988 5.80932 -0.991
H 3.52909 5.05647 6.35177 0.488
H 3.99338 4.74857 4.88825 0.478
```

Properties
- HOMO (eV) = -1.966
- 2S+1 = 1
- total charge = -1
- frontier orbital gap (Eh) = 0.1936
- energy relative to the best compared isomer or geometry (same formula, charge and spin) (eV) = 2.736

# 3
A molecular structure, H6Li2O15S3 at a distorted geometry. Source: OMol25; level of theory: ωB97M-V/def2-TZVPD.

Structure (XYZ):
```
26
Properties=species:S:1:pos:R:3:nbo_charge:R:1
Li 2.40911 -17.48645 -10.52638 0.889
Li 3.56877 -18.76753 -8.38411 0.946
S 1.42229 -20.62226 -9.04750 2.578
O 2.53653 -21.42857 -8.45981 -1.126
O 0.37880 -20.42154 -7.98045 -1.152
O 2.01394 -19.25152 -9.33829 -1.205
O 0.82138 -21.22021 -10.23179 -1.040
S 3.44727 -19.27873 -13.17057 2.571
O 2.62131 -18.23394 -12.45534 -1.158
O 4.33276 -18.56486 -14.15570 -1.156
O 4.26479 -20.04391 -12.21273 -1.090
O 2.53337 -20.17827 -13.94578 -1.133
S 5.17062 -16.37729 -8.93425 2.572
O 4.04215 -17.27200 -9.45367 -1.197
O 4.52871 -15.32145 -8.10242 -1.126
O 6.04072 -17.22878 -8.08431 -1.107
O 5.90772 -15.79852 -10.06521 -1.075
O 1.07726 -16.06526 -10.05876 -0.956
H 0.67294 -15.38354 -10.59829 0.478
H 1.42922 -15.63521 -9.27220 0.500
O 3.51055 -15.51756 -11.87900 -0.964
H 4.37132 -15.18231 -12.14726 0.466
H 3.75611 -15.96808 -11.05426 0.487
O -0.48446 -18.15327 -11.52966 -0.914
H -0.13241 -17.47439 -10.94366 0.466
H -1.22852 -18.52000 -11.04558 0.445
```

Properties
- HOMO (eV) = 5.195
- 2S+1 = 1
- total charge = -4
- frontier orbital gap (Eh) = 0.0998
- energy relative to the best compared isomer or geometry (same formula, charge and spin) (eV) = 0.000